A structure of composition C52H53N9O4PRb. Source: OMol25; level of theory: ωB97M-V/def2-TZVPD.

- max |F| (eV Å⁻¹) = 0.72
- molecular weight (g mol⁻¹) = 984.5
- energy relative to the best compared isomer or geometry (same formula, charge and spin) (kJ/mol) = 50.4

Geometry as ORCA input:
```
! RIJCOSX wB97M-V def2-TZVPD def2/J DEFGRID3
* xyz -2 1
Rb -0.3169 -0.0154 -0.1239
C -5.7366 2.7059 2.2453
C -5.1562 1.8288 1.3306
C -3.7826 1.7236 1.2289
C -2.9369 2.5034 2.0349
C -3.5290 3.3880 2.9566
C -4.9084 3.4787 3.0532
N -1.5715 2.3254 1.8670
N -0.8660 3.1391 2.6206
C 0.4715 2.9493 2.5854
C 1.2382 3.7519 3.4828
C 2.5878 3.5641 3.5931
C 3.2114 2.5929 2.7864
C 2.4027 1.8966 1.8995
N 1.0829 2.0275 1.7959
H -6.8146 2.7884 2.3235
H -5.7799 1.2234 0.6818
H -3.3368 1.0390 0.5198
H -2.8845 3.9924 3.5788
H -5.3466 4.1674 3.7690
H 0.7077 4.4869 4.0752
H 3.1688 4.1628 4.2871
H 4.2799 2.4235 2.8079
H 2.8480 1.1554 1.2414
O 2.2137 0.3664 -1.0597
C 2.2724 1.2571 -1.7989
C 2.4337 2.2591 -2.6917
C 3.5968 2.2516 -3.5374
C 3.8039 3.2978 -4.3947
C 2.8936 4.3618 -4.4703
C 1.7390 4.3432 -3.6791
C 1.4577 3.3198 -2.8006
P 0.0261 3.2171 -1.6567
C -1.1580 2.1322 -2.5486
C -2.4036 2.2217 -2.0276
C -3.5122 0.1750 -2.7579
C -2.6335 -0.2826 -3.8621
C -1.3684 0.1725 -4.1098
C -0.6479 1.2335 -3.5338
C -0.6726 4.8969 -1.8848
C -0.3593 5.8695 -0.9399
C -0.8295 7.1699 -1.0785
C -1.6297 7.5047 -2.1608
C -1.9632 6.5346 -3.0996
C -1.4918 5.2378 -2.9604
H 4.2901 1.4230 -3.4823
H 4.6868 3.2944 -5.0234
H 3.0695 5.1852 -5.1501
H 1.0354 5.1619 -3.7629
H -2.6141 2.8601 -1.1747
H -4.5521 -0.0225 -3.0278
H -3.0270 -1.0973 -4.4607
H -0.8317 -0.3585 -4.8950
H 0.3443 1.4108 -3.9220
H 0.2444 5.5955 -0.0815
H -0.5836 7.9149 -0.3311
H -2.0069 8.5155 -2.2664
H -2.6001 6.7887 -3.9390
H -1.7624 4.4694 -3.6751
C -3.6902 -3.6759 0.3168
C -3.3715 -2.2196 0.1290
N -2.7178 -1.5559 0.9992
O -2.4333 -2.3110 2.1170
C -3.8007 -1.5043 -1.1163
C -5.0045 -2.1011 -1.8204
N -3.1464 -0.4946 -1.5190
O -3.5391 1.5923 -2.4879
H -2.8251 -4.1665 0.7589
H -3.9237 -4.1566 -0.6308
H -4.5300 -3.8155 1.0035
H -1.7589 -1.7851 2.6074
H -5.5584 -2.7643 -1.1590
H -4.6910 -2.6731 -2.6981
H -5.6846 -1.3222 -2.1606
N 2.6843 -2.1654 3.2746
C 3.4218 -2.6522 2.2205
C 2.8890 -2.0781 1.1052
N 1.8498 -1.2522 1.4534
C 1.7360 -1.3385 2.7536
C 0.7398 -0.6283 3.5677
N -0.5489 -0.8795 3.6058
C -1.0936 0.0686 4.4391
C -0.1167 0.8888 4.9095
N 1.0551 0.4225 4.3676
H 2.7520 -2.4354 4.2384
H 4.2106 -3.3727 2.3456
H 3.1689 -2.2384 0.0754
H -2.1560 0.1235 4.6101
H -0.1533 1.7795 5.5100
H 1.9082 0.9580 4.2761
C 2.3207 -1.5423 -3.5346
C 2.4536 -3.0551 -3.6920
C 1.2512 -3.6096 -4.4632
C 2.6562 -3.7952 -2.3833
C 3.8699 -4.4144 -2.1353
C 4.0823 -5.2312 -1.0247
C 2.9879 -5.4885 -0.2019
C 1.7539 -4.8928 -0.3979
C 0.5829 -5.3000 0.4740
C -0.5932 -5.8035 -0.3693
C 0.1230 -4.1909 1.4204
C 1.5720 -3.9045 -1.4340
O 0.5131 -3.2023 -1.5236
H 2.2305 -1.0531 -4.5105
H 3.2018 -1.1380 -3.0295
H 1.4350 -1.3038 -2.9475
H 3.3522 -3.2463 -4.2941
H 0.3407 -3.4382 -3.8884
H 1.3613 -4.6842 -4.6318
H 1.1534 -3.1130 -5.4341
H 4.6760 -4.2713 -2.8532
H 5.0422 -5.7031 -0.8496
H 3.0930 -6.1936 0.6219
H 0.9305 -6.1424 1.0878
H -0.9565 -4.9963 -1.0064
H -1.4099 -6.1503 0.2735
H -0.2819 -6.6335 -1.0091
H -0.1611 -3.3102 0.8452
H 0.9255 -3.9096 2.1066
H -0.7402 -4.5061 2.0149
*
```

***

A structure of composition C52H54BrFN8O2S in a non-equilibrium geometry. Source: OMol25; level of theory: ωB97M-V/def2-TZVPD.

- max |F| (eV Å⁻¹) = 2.33
- molecular weight (g mol⁻¹) = 954.0
- energy relative to the best compared isomer or geometry (same formula, charge and spin) (kJ/mol) = 0.0

Geometry as ORCA input:
```
! RIJCOSX wB97M-V def2-TZVPD def2/J DEFGRID3
* xyz 0 1
C -4.5356 2.1821 1.4541
C -3.9710 2.7169 0.0917
C -4.7540 3.9609 -0.4284
C -2.4404 3.0451 0.1273
C -1.9936 3.8574 1.3625
C -1.6528 1.6871 -0.0344
O -0.8087 1.4631 1.1204
C -0.1911 0.2386 1.1279
C -0.9511 -0.9779 1.4532
C -2.4550 -0.9280 1.7464
C -3.1867 -1.4745 0.4782
O -2.6427 -1.4410 -0.5886
F -4.4266 -2.0176 0.5987
C -0.3598 -2.2116 1.4796
Br -1.4006 -3.8042 1.8634
C 1.0329 -2.4203 1.2072
N 1.7455 -3.5507 1.1692
S 3.2429 -3.0303 0.7621
N 3.0631 -1.4230 0.6121
C 1.7639 -1.2033 0.8878
C 1.1469 0.1024 0.8418
C 2.0300 1.2796 0.4387
C 1.7596 1.8226 -1.0029
C 1.5443 0.7562 -2.0946
C 0.4165 -0.0740 -2.2085
C 0.2229 -1.0348 -3.1875
C 1.2018 -1.1778 -4.1768
C 2.3285 -0.3530 -4.1408
C 2.5474 0.6223 -3.0906
H -5.3282 2.8744 1.7759
H -3.7838 2.1364 2.2588
H -4.9572 1.1698 1.3106
H -4.1391 1.9295 -0.6703
H -5.8075 3.6975 -0.6210
H -4.2832 4.2411 -1.3911
H -4.6683 4.8116 0.2739
H -2.2200 3.6653 -0.7637
H -2.6214 4.7654 1.4460
H -0.9448 4.1968 1.2870
H -2.0858 3.3068 2.3125
H -2.3626 0.8690 -0.2081
H -0.9716 1.8477 -0.8879
H -2.7617 0.1182 1.9032
H -2.7378 -1.5850 2.5815
H 1.7757 2.1041 1.1381
H 3.0931 1.0664 0.6374
H 2.6677 2.3813 -1.3049
H 0.9483 2.5745 -1.0238
H -0.3586 0.0177 -1.4443
H -0.6875 -1.6436 -3.1522
H 1.0506 -1.9291 -4.9602
H 3.0387 -0.4840 -4.9676
H 3.4559 1.2324 -3.1070
N -6.9095 1.2320 -1.2077
C -6.8603 0.1652 -0.4074
C -7.9035 -0.2310 0.4146
C -9.0645 0.5241 0.4096
C -9.1371 1.6367 -0.4124
C -8.0373 1.9439 -1.1984
H -5.9310 -0.3920 -0.4351
H -7.8077 -1.1073 1.0416
H -9.9025 0.2491 1.0383
H -10.0261 2.2523 -0.4442
H -8.0490 2.8037 -1.8605
N -1.5711 -4.9460 6.0498
C -2.1565 -5.0447 4.8534
C -3.3181 -5.7668 4.6224
C -3.9041 -6.4270 5.6898
C -3.3119 -6.3390 6.9388
C -2.1529 -5.5878 7.0636
H -1.6602 -4.5128 4.0429
H -3.7514 -5.8105 3.6313
H -4.8111 -7.0026 5.5504
H -3.7384 -6.8405 7.7971
H -1.6558 -5.4874 8.0227
N 4.7448 1.4529 -5.8355
C 5.5810 2.2919 -5.2221
C 5.8770 3.5664 -5.6793
C 5.2714 3.9988 -6.8467
C 4.4000 3.1460 -7.5042
C 4.1723 1.8920 -6.9586
H 6.0303 1.9028 -4.3131
H 6.5632 4.2012 -5.1350
H 5.4755 4.9874 -7.2397
H 3.9075 3.4456 -8.4194
H 3.4957 1.1921 -7.4379
N 7.4073 0.0616 -2.6270
C 6.6035 -0.9613 -2.9266
C 6.9965 -2.0571 -3.6772
C 8.2983 -2.0984 -4.1443
C 9.1536 -1.0489 -3.8480
C 8.6593 0.0036 -3.0903
H 5.5925 -0.8864 -2.5382
H 6.3007 -2.8586 -3.8863
H 8.6439 -2.9409 -4.7308
H 10.1786 -1.0464 -4.1934
H 9.2899 0.8472 -2.8308
N -6.3725 3.2149 4.2307
C -6.4795 4.5404 4.1289
C -6.7531 5.3774 5.1996
C -6.9295 4.8063 6.4489
C -6.8244 3.4314 6.5780
C -6.5441 2.6860 5.4431
H -6.3365 4.9421 3.1307
H -6.8260 6.4473 5.0575
H -7.1459 5.4250 7.3112
H -6.9558 2.9473 7.5363
H -6.4488 1.6066 5.4959
N 10.2593 -3.9592 -1.0912
C 10.3624 -5.0434 -0.3190
C 9.3085 -5.5765 0.4098
C 8.0753 -4.9472 0.3369
C 7.9489 -3.8208 -0.4575
C 9.0627 -3.3726 -1.1456
H 11.3458 -5.5005 -0.2901
H 9.4509 -6.4600 1.0175
H 7.2268 -5.3301 0.8910
H 7.0063 -3.2964 -0.5449
H 8.9991 -2.4976 -1.7760
*
```

***

A structure of composition C52H55CsPSb. Source: OMol25; level of theory: ωB97M-V/def2-TZVPD.

- max |F| (eV Å⁻¹) = 0.29
- molecular weight (g mol⁻¹) = 965.7
- energy relative to the best compared isomer or geometry (same formula, charge and spin) (kJ/mol) = 0.0

Geometry as ORCA input:
```
! RIJCOSX wB97M-V def2-TZVPD def2/J DEFGRID3
* xyz 0 1
Cs 0.0253 0.3180 -0.2501
C 1.2892 -3.3633 0.5571
C 0.7766 -3.4898 1.9936
C -0.1127 -4.7240 2.1385
C 0.0879 -2.2048 2.4035
C 0.8195 -1.1699 2.9841
C 0.2203 0.0409 3.3043
C -1.1285 0.2691 3.0459
C -1.7796 1.5815 3.3936
C -1.8616 -0.7713 2.4790
C -1.2684 -1.9876 2.1685
H 1.8249 -4.2633 0.2497
H 1.9621 -2.5140 0.4338
H 0.4465 -3.2393 -0.1344
H 1.6361 -3.6215 2.6583
H -0.9209 -4.7215 1.4042
H -0.5505 -4.7888 3.1353
H 0.4750 -5.6253 1.9613
H 1.8726 -1.3127 3.1981
H 0.8119 0.8227 3.7688
H -2.6421 1.7756 2.7551
H -1.0796 2.4118 3.2937
H -2.1317 1.5732 4.4273
H -2.9168 -0.6276 2.2707
H -1.8760 -2.7683 1.7286
C -3.5544 -2.2948 -5.1273
C -2.6833 -3.4499 -4.7030
C -2.9959 -4.7154 -5.1961
C -2.2503 -5.8388 -4.8766
C -1.1557 -5.7108 -4.0367
C -0.8423 -4.4640 -3.5234
C -1.5800 -3.3209 -3.8428
P -0.8742 -1.8242 -3.0279
C -2.1823 -0.5321 -3.0336
C -2.0841 0.6280 -3.7995
C -3.0375 1.6357 -3.7080
C -4.0940 1.5071 -2.8195
C -4.1885 0.3641 -2.0343
C -3.2523 -0.6592 -2.1268
C -3.4083 -1.8912 -1.2796
C 0.4148 -1.2456 -4.1481
C 0.1545 -1.0663 -5.5139
C 1.0856 -0.5563 -6.3905
C 2.3539 -0.2280 -5.8675
C 2.6497 -0.4206 -4.5479
C 1.7157 -0.9616 -3.5970
C 2.1152 -1.1542 -2.2634
H -4.1954 -2.5922 -5.9570
H -2.9690 -1.4335 -5.4439
H -4.1995 -1.9549 -4.3148
H -3.8467 -4.8114 -5.8611
H -2.5185 -6.8049 -5.2846
H -0.5538 -6.5728 -3.7792
H 0.0101 -4.3591 -2.8597
H -1.2621 0.7335 -4.4971
H -2.9464 2.5100 -4.3418
H -4.8410 2.2858 -2.7304
H -5.0162 0.2607 -1.3410
H -4.3130 -1.8341 -0.6731
H -2.5538 -2.0067 -0.6088
H -3.4625 -2.7995 -1.8836
H -0.8226 -1.3461 -5.8960
H 0.8570 -0.4356 -7.4407
H 3.1233 0.1659 -6.5235
H 3.6462 -0.1788 -4.1924
H 3.1770 -1.0507 -2.0603
H 1.6135 -1.9235 -1.6903
C -0.8244 7.4769 -1.5846
C 0.2975 6.7322 -0.9136
C 1.3557 7.4554 -0.3691
C 2.4210 6.8311 0.2639
C 2.4419 5.4509 0.3633
C 1.3866 4.7222 -0.1676
C 0.3101 5.3350 -0.8077
Sb -1.1429 3.9218 -1.5486
C -0.8565 4.2786 -3.6403
C -1.5643 5.2233 -4.3791
C -1.3910 5.3328 -5.7526
C -0.5080 4.4858 -6.4024
C 0.2178 3.5562 -5.6730
C 0.0683 3.4458 -4.2944
C 0.9142 2.4485 -3.5465
C -3.0034 4.9295 -1.1733
C -3.9929 5.0034 -2.1513
C -5.2343 5.5643 -1.8829
C -5.5052 6.0485 -0.6138
C -4.5436 5.9407 0.3788
C -3.2973 5.3749 0.1241
C -2.3033 5.2348 1.2466
H -0.5710 8.5291 -1.7095
H -1.7472 7.4141 -1.0046
H -1.0297 7.0635 -2.5711
H 1.3419 8.5360 -0.4531
H 3.2312 7.4228 0.6703
H 3.2670 4.9430 0.8458
H 1.4116 3.6390 -0.0821
H -2.2672 5.8849 -3.8911
H -1.9518 6.0740 -6.3081
H -0.3785 4.5499 -7.4753
H 0.9120 2.8948 -6.1788
H 1.5510 1.8818 -4.2235
H 0.2997 1.7190 -3.0160
H 1.5634 2.9427 -2.8169
H -3.8056 4.6106 -3.1429
H -5.9803 5.6153 -2.6658
H -6.4659 6.4936 -0.3886
H -4.7642 6.2932 1.3800
H -2.7527 5.4901 2.2061
H -1.4314 5.8748 1.1041
H -1.9465 4.2014 1.3131
*
```

***

A structure of composition C52H56BrCrF4N5O2PS2. Source: OMol25; level of theory: ωB97M-V/def2-TZVPD.

- max |F| (eV Å⁻¹) = 0.70
- molecular weight (g mol⁻¹) = 1086.1
- energy relative to the best compared isomer or geometry (same formula, charge and spin) (kJ/mol) = 16.4

Geometry as ORCA input:
```
! RIJCOSX wB97M-V def2-TZVPD def2/J DEFGRID3
* xyz 1 5
Cr 1.7216 -0.5080 0.0213
C -4.2063 -1.1886 4.8655
C -3.9993 -1.0603 3.3555
C -4.8882 0.0830 2.8596
C -4.4485 -2.3704 2.6911
C -2.5342 -0.8146 2.9882
C -2.1799 -0.6070 1.6720
C -0.8257 -0.5247 1.2944
N -0.2790 -0.5001 0.0402
C -0.8281 -0.6684 -1.2141
C -2.1810 -0.8040 -1.5617
C -2.5589 -1.0430 -2.8660
C -1.5517 -1.2135 -3.8269
C -0.1980 -1.1285 -3.5459
C 0.1735 -0.7948 -2.2287
O 1.4322 -0.6477 -1.8726
C 0.8712 -1.4689 -4.5837
C 1.6718 -2.6794 -4.0807
C 1.8153 -0.2826 -4.7887
C 0.2728 -1.8326 -5.9458
C -4.0449 -1.1682 -3.1947
C -4.2966 -1.3531 -4.6919
C -4.6218 -2.3829 -2.4533
C -4.7801 0.1002 -2.7419
C 0.1905 -0.5388 2.3151
O 1.4337 -0.3888 1.9386
C -0.1674 -0.7378 3.6630
C -1.5105 -0.8784 3.9506
C 0.8959 -0.7538 4.7587
C 1.4071 0.6832 4.9537
C 0.3408 -1.2465 6.1004
C 2.0582 -1.6808 4.3812
H -5.2680 -1.3172 5.0730
H -3.8701 -0.2961 5.3933
H -3.6860 -2.0533 5.2758
H -5.9298 -0.1294 3.0999
H -4.8176 0.2248 1.7815
H -4.6113 1.0162 3.3440
H -5.4733 -2.6069 2.9775
H -3.8082 -3.1981 2.9970
H -4.4111 -2.2951 1.6038
H -2.9579 -0.5264 0.9397
H -2.9475 -0.7393 -0.8157
H -1.8494 -1.4475 -4.8326
H 2.1634 -2.4597 -3.1331
H 2.4353 -2.9459 -4.8118
H 1.0174 -3.5415 -3.9437
H 2.3502 -0.0562 -3.8697
H 1.2636 0.6057 -5.0978
H 2.5433 -0.5187 -5.5657
H -0.3717 -2.7103 -5.8904
H 1.0842 -2.0625 -6.6359
H -0.2956 -1.0051 -6.3710
H -3.8860 -2.2944 -5.0576
H -3.8699 -0.5364 -5.2742
H -5.3700 -1.3680 -4.8786
H -4.0886 -3.2924 -2.7319
H -5.6742 -2.5131 -2.7051
H -4.5490 -2.2634 -1.3715
H -4.4128 0.9708 -3.2856
H -4.6517 0.2875 -1.6752
H -5.8481 0.0037 -2.9358
H -1.7926 -1.0528 4.9732
H 0.5743 1.3880 4.9704
H 2.0841 0.9672 4.1510
H 1.9423 0.7711 5.8985
H -0.3767 -0.5483 6.5318
H 1.1650 -1.3384 6.8067
H -0.1321 -2.2249 6.0094
H 2.5343 -1.3748 3.4516
H 1.7037 -2.7067 4.2692
H 2.8053 -1.6679 5.1756
F 4.8736 5.9464 3.0837
C 4.1559 5.0524 2.4197
C 3.1442 5.4540 1.5664
F 2.8746 6.7447 1.4057
C 2.4088 4.5000 0.8806
F 1.4351 4.9770 0.1009
C 2.6347 3.1284 0.9907
P 1.5825 2.0004 -0.0609
C -0.0543 2.5904 0.4727
C -0.2689 2.9365 1.8041
C -1.4977 3.4393 2.1999
C -2.5152 3.5956 1.2714
C -2.3215 3.1994 -0.0430
C -1.0978 2.6905 -0.4422
C 1.8174 2.6919 -1.7345
C 1.1014 3.7679 -2.2606
C 1.4173 4.2692 -3.5114
C 2.4559 3.7188 -4.2500
C 3.1484 2.6282 -3.7507
C 2.8098 2.1026 -2.5137
C 3.6360 2.7495 1.8966
Br 4.0000 0.9692 2.3925
C 4.3857 3.6959 2.5852
F 5.3355 3.3246 3.4408
H 0.5243 2.8274 2.5332
H -1.6521 3.7234 3.2320
H -3.4620 4.0182 1.5716
H -3.1197 3.3020 -0.7661
H -0.9543 2.3924 -1.4731
H 0.3005 4.2274 -1.7011
H 0.8525 5.1022 -3.9061
H 2.7060 4.1248 -5.2199
H 3.9284 2.1603 -4.3337
H 3.2943 1.1946 -2.1805
N 5.1071 0.9782 -0.8651
C 4.9780 -0.3353 -0.5726
N 3.8587 -0.9561 -0.2773
C 4.0962 -2.3209 -0.1386
C 5.3805 -2.7074 -0.2936
S 6.3712 -1.3518 -0.6498
C 2.9687 -3.2054 0.1169
C 3.0291 -4.5460 0.2543
S 1.4488 -5.1915 0.4468
C 0.7930 -3.5908 0.3330
N 1.6981 -2.6494 0.1753
N -0.5342 -3.4257 0.4422
H 4.3819 1.6079 -0.5564
H 6.0365 1.3656 -0.8712
H 5.7958 -3.6955 -0.2384
H 3.8919 -5.1844 0.2431
H -1.1255 -4.2374 0.4615
H -0.9564 -2.5442 0.1973
*
```